[1]
DFT (ωB97M-V with the def2-TZVPD basis set) results for a molecular structure, C49H31AsCl6O4PSY.

XYZ file:
```
94
C49H31AsCl6O4PSY | OMol25 | ωB97M-V with the def2-TZVPD basis set
Y -1.289 0.097 0.076
Cl -4.655 4.272 -4.554
C -4.068 2.865 -3.717
C -4.387 1.602 -4.168
Cl -5.388 1.392 -5.575
C -3.893 0.477 -3.487
Cl -4.290 -1.130 -4.030
C -3.084 0.600 -2.364
O -2.572 -0.406 -1.706
C -2.773 1.920 -1.875
O -2.040 1.997 -0.799
C -3.264 3.017 -2.574
Cl -2.838 4.595 -1.991
S -2.562 -2.145 1.439
C -2.948 -3.463 0.347
C -4.098 -4.244 0.542
C -4.403 -5.307 -0.288
C -3.573 -5.637 -1.355
C -2.433 -4.876 -1.573
C -2.121 -3.811 -0.737
As -0.571 -2.684 -0.980
C -0.108 -3.165 -2.813
C -0.892 -2.591 -3.814
C -0.620 -2.848 -5.148
C 0.446 -3.669 -5.497
C 1.235 -4.234 -4.506
C 0.958 -3.985 -3.165
C 0.807 -3.683 -0.025
C 2.041 -3.060 0.158
C 3.063 -3.714 0.831
C 2.857 -4.988 1.344
C 1.624 -5.605 1.180
C 0.604 -4.955 0.496
H -4.754 -3.986 1.365
H -5.305 -5.881 -0.106
H -3.817 -6.463 -2.013
H -1.781 -5.110 -2.407
H -1.715 -1.940 -3.537
H -1.240 -2.397 -5.914
H 0.665 -3.863 -6.541
H 2.070 -4.870 -4.775
H 1.575 -4.430 -2.394
H 2.193 -2.054 -0.219
H 4.019 -3.221 0.964
H 3.652 -5.495 1.878
H 1.453 -6.594 1.590
H -0.361 -5.434 0.375
C -0.225 6.655 -0.207
C 0.926 6.098 -0.753
C 1.309 4.813 -0.404
C 0.545 4.067 0.491
C -0.625 4.618 1.003
C -1.003 5.912 0.667
P 1.002 2.395 1.092
C 2.387 2.806 2.226
C 2.535 4.043 2.852
C 3.520 4.241 3.812
C 4.378 3.211 4.163
C 4.245 1.973 3.543
C 3.260 1.776 2.590
C 1.814 1.577 -0.314
C 3.112 1.870 -0.740
C 3.628 1.241 -1.861
C 2.825 0.339 -2.554
C 1.540 0.059 -2.105
C 0.978 0.634 -0.949
H -0.526 7.659 -0.484
H 1.519 6.667 -1.460
H 2.197 4.374 -0.843
H -1.259 4.017 1.646
H -1.923 6.323 1.065
H 1.872 4.858 2.588
H 3.614 5.211 4.288
H 5.143 3.366 4.914
H 4.910 1.159 3.806
H 3.165 0.809 2.105
H 3.724 2.581 -0.192
H 4.637 1.455 -2.196
H 3.206 -0.155 -3.442
H 0.957 -0.653 -2.684
Cl 0.257 1.580 7.526
C -0.357 1.369 5.896
C -1.468 2.114 5.483
C -1.961 1.960 4.218
Cl -3.329 2.908 3.720
C -1.390 1.056 3.256
O -1.882 0.949 2.097
C -0.248 0.341 3.724
C 0.501 -0.559 2.874
O 0.358 -0.747 1.678
C 0.240 0.498 5.032
H -1.939 2.814 6.160
H 1.307 -1.111 3.393
H 1.110 -0.068 5.342
```

LUMO level: 3.82 eV
Charge: -2
HOMO level: -2.215 eV

[2]
DFT (ωB97M-V with the def2-TZVPD basis set) results for a molecular structure, C21H24Cl3FeGeN5OS2.

XYZ file:
```
58
C21H24Cl3FeGeN5OS2 | OMol25 | ωB97M-V with the def2-TZVPD basis set
Fe 0.309 0.464 0.862
C 4.789 0.742 3.108
N 3.705 1.709 3.238
C 3.440 2.458 4.368
C 2.292 3.120 4.155
N 1.847 2.757 2.886
C 2.732 1.883 2.335
S 2.643 1.140 0.807
C 0.700 3.318 2.272
C 0.451 4.663 2.496
C -0.684 5.233 1.952
C -1.522 4.440 1.188
C -1.186 3.117 0.996
N -0.094 2.539 1.530
H 5.594 1.039 3.775
H 5.147 0.737 2.083
H 4.424 -0.250 3.375
H 4.083 2.434 5.229
H 1.727 3.770 4.797
H 1.153 5.251 3.068
H -0.899 6.281 2.114
H -2.421 4.833 0.734
H -1.810 2.470 0.397
C -5.033 -1.492 -0.231
C -4.411 -0.410 -1.101
N -3.178 -0.843 -1.773
C -3.323 -1.461 -3.107
C -3.324 -2.981 -3.065
C -1.976 -0.773 -1.210
S -1.913 -0.146 0.430
N -0.968 -1.261 -1.942
C 0.312 -1.134 -1.671
O 0.831 -0.397 -0.762
C 1.262 -1.889 -2.518
C 0.809 -2.604 -3.625
C 1.704 -3.322 -4.399
C 3.053 -3.333 -4.068
C 3.508 -2.624 -2.965
C 2.617 -1.901 -2.191
H -5.928 -1.102 0.252
H -4.340 -1.812 0.547
H -5.321 -2.361 -0.820
H -4.186 0.473 -0.507
H -5.098 -0.103 -1.887
H -2.515 -1.097 -3.737
H -4.260 -1.085 -3.515
H -2.410 -3.354 -2.606
H -3.379 -3.370 -4.083
H -4.178 -3.371 -2.513
H -0.244 -2.588 -3.871
H 1.352 -3.874 -5.260
H 3.752 -3.897 -4.673
H 4.559 -2.639 -2.707
H 2.963 -1.351 -1.326
Cl -1.164 -2.118 3.475
Ge 0.616 -1.159 2.747
Cl 1.342 -0.049 4.492
Cl 2.049 -2.721 2.422
```

LUMO level (spin up / spin down): -3.14 / -4.46 eV
Charge: +1
Spin multiplicity: 6
HOMO level (spin up / spin down): -10.772 / -11.461 eV

[3]
DFT (ωB97M-V with the def2-TZVPD basis set) results for a molecular structure, C3H3FO3Rb.

XYZ file:
```
11
C3H3FO3Rb | OMol25 | ωB97M-V with the def2-TZVPD basis set
H 1.762 -1.451 -1.366
O -2.487 1.845 0.127
O -0.667 0.595 -0.240
O 0.651 -1.563 0.330
C 1.037 -0.979 -0.677
C 0.238 0.150 -1.253
C -1.693 1.353 -0.594
F 1.151 0.182 4.453
H 0.908 0.970 -1.551
H -0.272 -0.217 -2.157
Rb -0.628 -0.887 2.928
```

LUMO level (spin up / spin down): -0.46 / -1.59 eV
Charge: 0
Spin multiplicity: 2
HOMO level (spin up / spin down): -7.958 / -7.958 eV

[4]
DFT (ωB97M-V with the def2-TZVPD basis set) results for a molecular structure, C18H30As2BCoF4N2O8.

XYZ file:
```
66
C18H30As2BCoF4N2O8 | OMol25 | ωB97M-V with the def2-TZVPD basis set
Co -0.243 -0.177 -0.225
N 0.504 0.480 1.514
C 1.860 0.076 2.004
C 2.251 -1.311 1.498
C 3.230 -1.246 0.325
C 2.777 -0.370 -0.827
N 1.439 -0.770 -1.323
H 0.419 1.492 1.463
H -0.180 0.169 2.192
H 1.870 0.107 3.090
H 2.574 0.820 1.654
H 1.343 -1.841 1.205
H 2.711 -1.895 2.295
H 3.413 -2.264 -0.033
H 4.192 -0.857 0.668
H 3.519 -0.432 -1.621
H 2.707 0.679 -0.533
H 1.444 -1.755 -1.559
H 1.234 -0.265 -2.180
F -0.870 2.589 -2.786
B -1.230 2.746 -1.453
F -0.302 1.772 -0.688
F -2.511 2.247 -1.188
F -0.981 3.977 -0.922
C -2.404 0.266 -4.158
O -3.172 0.013 -2.949
C -2.528 -0.346 -1.891
O -1.295 -0.551 -1.905
C -3.347 -0.484 -0.648
C -4.649 -0.810 -0.627
As -4.976 -2.224 -1.937
C -6.765 -2.905 -1.600
C -3.888 -3.405 -0.651
C -2.984 -3.083 0.264
As -2.188 -1.287 0.682
C -2.602 -1.145 2.563
C -2.087 -4.035 1.030
O -0.900 -3.792 1.039
O -2.553 -5.044 1.737
C -3.956 -5.253 2.027
C -4.241 -4.834 -0.978
O -5.236 -5.354 -0.559
O -3.447 -5.478 -1.839
C -2.258 -4.859 -2.380
C -5.390 -0.625 0.676
O -5.007 0.125 1.537
O -6.526 -1.307 0.743
C -7.314 -1.080 1.930
H -3.140 0.505 -4.914
H -1.842 -0.621 -4.434
H -1.737 1.104 -3.986
H -7.446 -2.057 -1.621
H -6.853 -3.442 -0.665
H -6.996 -3.570 -2.429
H -3.545 -1.618 2.815
H -2.660 -0.092 2.828
H -1.783 -1.634 3.087
H -4.351 -6.030 1.385
H -4.533 -4.342 1.892
H -3.998 -5.575 3.061
H -1.556 -4.586 -1.597
H -2.511 -3.985 -2.974
H -1.810 -5.609 -3.018
H -8.174 -1.732 1.842
H -7.623 -0.039 1.980
H -6.740 -1.322 2.820
```

LUMO level (spin up / spin down): -4.39 / -4.36 eV
Charge: +1
Spin multiplicity: 2
HOMO level (spin up / spin down): -12.173 / -12.027 eV

Calculated ΔE to the lowest compared entry with this formula, charge and spin in order - 0.098 0.000 1.195 0.655 eV